1.
C48H56O14 | wB97M-V/def2-TZVPD

## Properties
lowest unoccupied orbital energy: -0.25 eV
HOMO energy: -7.55 eV
2S+1: 1
largest force on an atom: 4.611 eV Å⁻¹
net charge: 0

Each line ends with the Löwdin charge.
Positions of all 118 atoms, in Å:
C 0.45361 -4.40466 -2.82184  -0.0948
C 0.90671 -5.40951 -1.72282  -0.2400
C 1.94302 -4.80710 -0.76432  -0.2397
C 2.23474 -5.53634 0.56730  -0.2059
C 3.25510 -6.72614 0.34872  -0.2441
C 3.13375 -7.78570 1.48254  -0.1036
H -0.26947 -4.78239 -3.54472  0.0660
H 1.35036 -4.01163 -3.30086  0.0706
H 0.05526 -3.47010 -2.42683  0.0428
H 0.12131 -5.91718 -1.16290  0.1068
H 1.50991 -6.16247 -2.23007  0.0932
H 1.55738 -3.84941 -0.41472  0.0787
H 2.89380 -4.58099 -1.24702  0.1134
H 2.78735 -4.91702 1.27381  0.1027
H 1.28312 -5.80744 1.02450  0.0939
H 3.04800 -7.25804 -0.57987  0.0844
H 4.28251 -6.40134 0.18430  0.0991
H 4.08301 -7.92920 1.99869  0.0639
H 2.29598 -7.55675 2.14119  0.0635
H 2.84628 -8.68668 0.94061  0.0611
C -1.85067 4.45895 -3.39563  -0.0052
C -2.09519 3.93932 -4.68181  -0.0350
C -1.10723 3.60101 -5.57887  -0.3492
C 0.23926 3.52655 -5.09210  0.0403
C 0.49396 3.80769 -3.68462  0.0345
C -0.59218 4.22816 -2.89326  -0.3872
O -0.39247 4.51203 -1.64086  0.0297
O -1.50055 3.46638 -6.85753  0.0443
H -2.70969 4.78199 -2.82630  0.1170
H -3.08299 4.16673 -5.05455  0.1158
H 1.07702 3.20178 -5.69134  0.1051
H 1.49648 3.64207 -3.31864  0.1125
H -1.09761 4.95236 -1.16078  0.1387
H -1.16685 2.64708 -7.23034  0.1101
C -3.50078 -1.75125 -6.17586  -0.0016
C -3.80396 -1.57224 -4.79586  -0.0032
C -3.99362 -0.30986 -4.28441  -0.3526
C -3.95634 0.80399 -5.11833  -0.0228
C -3.66767 0.72684 -6.48423  0.0123
C -3.24009 -0.59315 -6.99673  -0.2157
O -2.92470 -0.75465 -8.38484  -0.0016
O -4.18574 -0.20395 -2.97533  0.0326
H -3.39048 -2.74901 -6.57424  0.1043
H -3.87309 -2.49956 -4.24658  0.1212
H -4.15303 1.79954 -4.74874  0.1024
H -3.67678 1.59708 -7.12376  0.1050
H -2.88160 -1.68952 -8.59875  0.0850
H -4.60021 0.62556 -2.72690  0.1329
C 0.62276 -2.88499 3.61624  -0.0151
C -0.38111 -3.60933 2.96592  -0.0185
C -1.59448 -3.74188 3.61158  -0.3300
C -1.90696 -3.01966 4.81254  -0.0248
C -0.92414 -2.25285 5.40367  -0.0122
C 0.32270 -2.13237 4.75617  -0.3308
O 1.18242 -1.21973 5.21962  0.0447
O -2.56324 -4.54374 3.08729  0.0073
H 1.55273 -2.78983 3.07540  0.1062
H -0.10820 -4.10577 2.04643  0.0986
H -2.87210 -3.03685 5.29691  0.1117
H -1.22102 -1.76465 6.32014  0.1126
H 1.60171 -0.78585 4.47294  0.0552
H -3.15725 -4.12502 2.46006  0.0701
C -4.14869 -0.87464 3.07135  0.0300
C -4.97101 0.22119 3.40113  -0.0176
C -5.71482 0.82364 2.44045  -0.3625
C -5.78664 0.29006 1.11256  0.0175
C -4.96734 -0.80349 0.84952  -0.0304
C -4.14735 -1.41193 1.78295  -0.3013
O -3.40217 -2.46681 1.35547  0.0295
O -6.43475 1.93140 2.74128  0.0296
H -3.51120 -1.13421 3.90359  0.0949
H -4.83641 0.81330 4.29427  0.1219
H -6.39615 0.80800 0.38686  0.1067
H -5.12123 -1.41425 -0.02781  0.1180
H -2.78175 -2.29554 0.64319  0.0766
H -5.80399 2.64580 2.85689  0.1071
C 4.54990 0.91913 3.02311  0.0140
C 5.62180 1.74639 3.48232  0.0057
C 5.49538 2.82098 4.34623  -0.3943
C 4.24605 3.08020 4.76244  -0.0356
C 3.13895 2.33738 4.32777  0.0163
C 3.30129 1.21932 3.51923  -0.3548
O 2.24931 0.42823 3.19883  0.0036
O 6.53393 3.52604 4.82260  0.0650
H 4.63640 0.16069 2.25912  0.1221
H 6.53352 1.47188 2.97260  0.1092
H 4.26147 3.90258 5.46234  0.1195
H 2.16644 2.52094 4.76012  0.1213
H 1.98001 0.65023 2.30452  0.0469
H 6.23689 4.37313 5.16289  0.1016
C 2.50682 6.33798 0.13896  -0.0013
C 3.52013 7.25639 0.57917  0.0063
C 4.52402 6.77728 1.44320  -0.3255
C 4.60891 5.39761 1.80679  0.0014
C 3.62532 4.47449 1.35059  0.0293
C 2.66083 4.97269 0.42718  -0.3082
O 1.79888 4.02604 -0.00424  0.0048
O 5.37266 7.62038 2.10936  0.0207
H 1.64661 6.54148 -0.48155  0.1025
H 3.41530 8.30687 0.35135  0.1069
H 5.49241 5.03635 2.31207  0.1061
H 3.80169 3.44506 1.62546  0.0979
H 1.07257 4.12464 -0.62420  0.0566
H 5.29901 7.36922 3.03299  0.0983
C -0.56018 -1.48743 -0.28098  -0.0252
C 0.37517 -0.76236 0.39309  -0.0177
C 0.41742 0.56369 0.31897  -0.2903
C -0.53107 1.30921 -0.35785  0.0125
C -1.54014 0.59693 -1.03594  0.0239
C -1.55140 -0.81905 -0.98985  -0.3052
O -2.50675 -1.61691 -1.54338  0.0283
O 1.50975 1.27665 0.81444  0.0199
H -0.67438 -2.56040 -0.32680  0.1146
H 1.17990 -1.38779 0.75038  0.1265
H -0.59829 2.38631 -0.39962  0.0992
H -2.26846 1.14218 -1.61788  0.0993
H -3.15884 -1.15333 -2.07391  0.0342
H 1.44560 2.18701 0.51658  0.0672

2.
C48H57F30MgO25 | wB97M-V/def2-TZVPD

## Properties
lowest unoccupied orbital energy: 1.46 eV
HOMO energy: -4.36 eV
2S+1: 1
largest force on an atom: 6.877 eV Å⁻¹
net charge: -1

Each line ends with the Löwdin charge.
Positions of all 161 atoms, in Å:
Mg -0.54161 -2.30462 2.27099  0.5864
C 2.65266 -4.84650 2.13746  -0.0041
C 1.37310 -4.08245 2.28065  -0.2477
C 0.34375 -4.57666 3.41678  -0.3429
O -0.65254 -3.88079 3.49885  -0.0566
C 0.63276 -5.78335 4.11725  -0.0070
C 1.84181 -6.36872 3.91903  -0.3684
C 2.87718 -5.90902 2.95565  -0.3799
O 4.06638 -6.44708 2.84338  -0.0608
O 2.07395 -7.43492 4.64277  -0.0551
O 1.00031 -3.14124 1.54456  -0.0666
H 3.42412 -4.60715 1.42056  0.0799
H 0.00497 -6.19305 4.89469  0.1097
C 0.31326 -0.18487 -1.21915  -0.0717
C -0.42454 0.21533 0.06492  -0.3828
O -0.66740 -0.77396 1.06834  -0.3324
H 0.15333 -1.24233 -1.42970  0.0504
H 1.39416 -0.11519 -1.09715  0.0595
H 0.11713 0.49841 -2.04544  0.0574
H -1.29278 0.79362 -0.25105  0.0738
H 0.13438 1.03804 0.51086  0.0626
C 5.42170 3.23841 1.50746  -0.0419
C 4.73838 2.10342 0.70479  -0.2093
O 4.93262 2.09243 -0.69203  0.0289
C 6.06477 1.65385 -1.23608  -0.3476
O 6.87166 0.99723 -0.61706  0.1530
C 6.17379 2.02718 -2.78985  -0.4998
F 7.49530 2.06076 -3.14048  0.1349
F 5.57711 1.04460 -3.47919  0.1596
F 5.59983 3.19024 -3.07380  0.1736
H 5.32964 3.15388 2.59028  0.0821
H 4.97803 4.16161 1.13470  0.0697
H 6.49044 3.36402 1.33390  0.0737
H 3.68016 2.29450 0.88303  0.0972
H 4.99576 1.16727 1.20027  0.0983
C -5.45014 -4.50612 2.68979  -0.0362
C -4.20674 -3.88901 3.34099  -0.1727
O -4.45898 -2.49703 3.19859  0.0084
C -3.54103 -1.51585 3.41083  -0.2773
O -2.34435 -1.72912 3.34303  0.1334
C -4.05257 -0.09580 3.36527  -0.5375
F -4.02930 0.48082 2.10510  0.1346
F -5.29444 -0.10988 3.81893  0.1874
F -3.28999 0.64747 4.11557  0.2070
H -5.51549 -4.11039 1.67628  0.0758
H -6.31935 -4.31898 3.32032  0.0804
H -5.35000 -5.58657 2.58631  0.0815
H -3.29428 -4.09024 2.77972  0.0981
H -4.05893 -4.10246 4.39962  0.1419
C -0.92554 5.14434 -5.25595  -0.0537
C -0.37206 3.99225 -6.11558  -0.1849
O 0.58978 3.31518 -5.28098  -0.0099
C 1.03630 2.05005 -5.54516  -0.3297
O 0.64472 1.38365 -6.48470  0.1433
C 2.19632 1.59245 -4.60114  -0.4941
F 2.29041 2.32567 -3.49968  0.1720
F 2.08943 0.28306 -4.29074  0.1605
F 3.28588 1.82272 -5.41910  0.1257
H -1.51566 4.74316 -4.43198  0.0673
H -1.55072 5.81969 -5.84002  0.0772
H -0.05799 5.73857 -4.96897  0.0783
H 0.10562 4.43664 -6.98874  0.1285
H -1.17666 3.27802 -6.29051  0.1165
C -4.75577 -2.02373 -1.62195  -0.0475
C -3.65569 -2.13485 -0.60894  -0.1929
O -3.48297 -3.52412 -0.54281  0.0369
C -2.50093 -4.05820 0.17133  -0.3081
O -1.86433 -3.48685 1.03914  0.1144
C -2.24478 -5.53220 -0.08532  -0.5705
F -0.97851 -5.69051 -0.47677  0.1805
F -2.47422 -6.21275 1.04377  0.1833
F -2.91464 -6.08102 -1.05192  0.2072
H -4.45947 -2.43497 -2.58692  0.0789
H -5.03611 -0.97519 -1.72240  0.0818
H -5.63638 -2.53953 -1.23909  0.0826
H -3.98044 -1.78207 0.36993  0.1261
H -2.75187 -1.67910 -1.01330  0.1399
C 2.07085 -3.48961 -2.63765  -0.0481
C 0.58097 -3.74231 -2.77891  -0.2325
O -0.00361 -3.13948 -3.92029  0.0281
C -1.33017 -3.19100 -4.22351  -0.3131
O -2.16718 -3.83404 -3.59961  0.1420
C -1.70180 -2.34210 -5.44996  -0.5335
F -2.67444 -1.53800 -5.11613  0.1778
F -0.75575 -1.51456 -5.95668  0.1551
F -2.16082 -3.17889 -6.41517  0.1514
H 2.53708 -4.15224 -1.90851  0.0892
H 2.32316 -2.44319 -2.46601  0.0699
H 2.42000 -3.78967 -3.62566  0.0779
H 0.24976 -3.38630 -1.80338  0.1085
H 0.37047 -4.80719 -2.87807  0.1307
C -2.25318 3.55101 3.40824  -0.0304
C -3.47016 3.58795 2.41570  -0.2043
O -3.01601 3.89798 1.13416  0.0234
C -3.66634 3.55395 -0.00027  -0.3301
O -4.75707 3.01106 -0.08632  0.1505
C -2.93856 3.84999 -1.31763  -0.5268
F -3.75615 4.51790 -2.14594  0.1494
F -1.83050 4.57043 -1.18252  0.1777
F -2.74119 2.65816 -1.95152  0.1390
H -1.70847 2.64018 3.15965  0.0686
H -2.58209 3.49801 4.44607  0.0779
H -1.58940 4.41398 3.35551  0.0703
H -4.23269 4.32506 2.66728  0.1278
H -3.99182 2.63354 2.48717  0.0947
C 1.52113 3.72558 -0.33568  -0.0374
C 0.89710 3.66576 1.03661  -0.2106
O 1.23497 4.87696 1.69604  0.0188
C 1.92086 4.96066 2.85398  -0.3101
O 2.55350 4.03162 3.34776  0.1263
C 1.83981 6.34640 3.59012  -0.5644
F 1.57130 6.00515 4.87201  0.1528
F 2.95620 7.02231 3.46265  0.1961
F 0.86874 7.09577 3.10289  0.1767
H 2.60403 3.78667 -0.22751  0.0676
H 1.24876 4.54021 -1.00671  0.0826
H 1.31753 2.81121 -0.89296  0.0719
H 1.30475 2.80500 1.56671  0.0878
H -0.15004 3.41736 1.20948  0.1116
C 4.33534 -1.73374 0.36674  -0.0262
C 5.19059 -2.66988 1.19372  -0.2615
O 6.33227 -2.01713 1.59598  0.0014
C 6.28807 -1.18697 2.74863  -0.2840
O 5.32444 -1.05676 3.46721  0.1573
C 7.60031 -0.41523 2.94868  -0.5166
F 8.49274 -0.49207 1.93024  0.1550
F 7.30975 0.90654 3.12383  0.1320
F 8.13442 -0.83369 4.08208  0.1822
H 3.59640 -2.40311 -0.07373  0.0701
H 4.96441 -1.25146 -0.38145  0.0798
H 3.92264 -0.97899 1.03616  0.0641
H 5.53361 -3.50988 0.58970  0.1343
H 4.67396 -3.11310 2.04505  0.1084
C -8.11450 3.59739 -5.45471  -0.0575
C -6.96717 3.86593 -4.50289  -0.2627
O -6.16313 2.73853 -4.47181  0.0025
C -5.17427 2.60248 -5.44169  -0.2957
O -4.84734 3.49748 -6.19837  0.1433
C -4.44467 1.23613 -5.43222  -0.5788
F -3.12985 1.33109 -5.25772  0.1815
F -5.03934 0.37541 -4.58896  0.1631
F -4.64504 0.78211 -6.63764  0.1939
H -8.66994 2.75860 -5.03516  0.0843
H -7.75187 3.51705 -6.47948  0.0833
H -8.80572 4.44016 -5.44805  0.0769
H -7.31708 3.96683 -3.47552  0.1298
H -6.48301 4.80728 -4.76277  0.1243
C 3.03855 -3.19244 5.92365  -0.0391
C 1.83447 -2.29438 6.00018  -0.1706
O 2.23118 -1.02040 5.40934  0.0592
C 1.70558 -0.69983 4.23700  -0.2863
O 0.87055 -1.37048 3.62845  0.1091
C 2.15871 0.69154 3.76364  -0.5500
F 1.02157 1.20400 3.25822  0.1522
F 2.62440 1.47532 4.77695  0.1570
F 3.01237 0.60045 2.81777  0.2246
H 3.34343 -3.30781 4.88353  0.0785
H 2.95500 -4.14897 6.43955  0.0956
H 3.91209 -2.63340 6.25906  0.0771
H 1.39733 -2.07216 6.97363  0.1249
H 0.96355 -2.79379 5.57568  0.1119